Density functional theory data (ωB97M-V with the def2-TZVPD basis set) for a structure of composition C10H17AlN3O6PS2 at a distorted geometry.

Structure (XYZ):
```
40
Properties=species:S:1:pos:R:3:forces:R:3
N 5.732907 -1.754257 -0.025913 -2.0 0.1 0.0
P 4.313223 -2.536505 0.354304 1.6 -0.3 0.9
O 4.022208 -2.199470 1.888855 0.8 -0.2 -0.8
S 2.648177 -1.588743 -0.902980 -2.8 2.1 -2.2
O 1.595136 -1.357323 0.058856 0.6 0.1 0.9
O 2.385656 -2.549004 -1.907754 0.8 -0.8 -0.1
N 3.358540 -0.255591 -1.462933 -0.4 -1.1 1.2
S 2.276989 0.978286 -1.679334 -0.2 0.9 -2.1
O 0.940401 0.561997 -1.982342 -0.3 -0.8 1.2
O 2.817557 1.782749 -2.714668 1.2 0.5 0.3
C 2.303130 2.010443 -0.182845 -0.3 0.8 0.1
C 0.869137 2.434323 0.227958 0.2 -1.0 0.4
C -0.022255 1.258691 0.668889 -0.9 0.3 -0.7
N -1.412063 1.695353 0.587174 0.6 -0.5 0.7
C -2.352180 0.796935 1.263383 -0.3 0.0 -0.4
C -3.103192 -0.107067 0.316008 0.0 0.7 0.5
C -2.545576 -0.562702 -0.870515 0.2 0.3 0.6
C -3.305550 -1.375585 -1.649062 0.0 -0.8 -1.3
C -4.621943 -1.730846 -1.307645 -0.1 -0.4 -0.6
C -5.193917 -1.298223 -0.141366 -0.1 -0.1 0.0
C -4.424187 -0.496128 0.661097 0.0 0.4 0.7
O -4.935377 -0.054457 1.855662 0.5 -0.3 0.0
H 5.736114 -1.594043 -1.039395 0.7 -0.2 0.0
H 5.747408 -0.840526 0.435133 0.7 -0.1 0.0
H 4.870961 -2.162704 2.373647 -0.3 0.1 0.4
H 2.868119 2.919390 -0.434884 0.0 -0.3 -0.3
H 2.907076 1.520840 0.606647 -0.2 -0.4 -0.3
H 0.932715 3.137805 1.129341 -0.9 0.5 -1.5
H 0.365204 3.025116 -0.539063 0.3 0.1 0.0
H 0.090419 0.382426 0.010793 0.7 0.1 0.3
H 0.197737 0.901909 1.694933 0.0 0.1 -0.1
H -1.664703 1.822158 -0.389409 -0.1 0.1 0.1
H -3.044502 1.414412 1.847360 0.0 -0.3 0.0
H -1.814854 0.135246 1.960836 0.0 0.4 0.1
H -1.526458 -0.298342 -1.132613 -0.1 -0.1 -0.2
H -2.899273 -1.776956 -2.572651 0.0 0.1 0.1
H -5.191978 -2.374084 -1.969583 0.1 0.1 0.0
H -6.202469 -1.568573 0.146620 0.1 0.1 0.0
H -4.753269 -0.763326 2.492790 -0.4 0.3 0.2
Al 2.034932 2.466377 2.324671 0.7 -0.2 1.8
```
Forces are in eV/Å.

Properties
Gap between HOMO and LUMO = 2.07 eV
E_LUMO = -11.59 eV
HOMO energy = -13.67 eV
Total energy = -2386.26870 Eh
Total charge = +2

Density functional theory data (ωB97M-V with the def2-TZVPD basis set) for a structure of composition C10H17B2CaCl2F4N4O4.

Structure (XYZ):
```
44
Properties=species:S:1:pos:R:3:forces:R:3
Ca 1.040731 -2.330664 1.022639 0.3 -0.4 -0.1
Cl 2.419736 -0.270027 3.175768 -0.1 0.1 0.0
C 3.735411 -0.163463 1.970236 0.0 0.0 -0.1
Cl 5.165589 0.589306 2.699404 0.0 0.0 0.0
C 4.068867 -1.547328 1.305471 -0.1 0.1 0.1
O 5.044410 -1.546805 0.576943 0.1 0.0 0.1
O 3.235643 -2.471139 1.555488 -0.1 0.1 -0.3
H 3.372079 0.508155 1.196403 0.0 0.0 0.0
C -1.440994 3.018239 -0.170189 0.0 0.0 0.0
C -0.566123 2.051365 -0.955606 0.0 0.0 0.0
C -0.979666 2.083353 -2.423948 0.0 -0.1 0.0
O -0.841112 0.724485 -0.468391 0.0 0.2 0.0
B 0.339269 0.007760 -0.214232 0.2 -0.2 0.1
O 1.415439 0.872932 -0.450205 0.1 0.0 0.0
C 0.974656 2.214548 -0.721325 0.0 0.0 0.0
C 1.749647 2.725429 -1.928317 0.0 0.0 0.0
C 1.328959 3.056459 0.501941 0.0 0.0 0.0
H -2.485319 2.734526 -0.310033 0.0 0.0 0.0
H -1.313907 4.045729 -0.520347 0.0 0.0 0.0
H -1.222063 2.978768 0.894878 0.0 0.0 0.0
H -2.037426 1.822197 -2.489413 0.0 0.0 0.0
H -0.416451 1.353479 -3.004602 0.0 0.0 0.0
H -0.840150 3.071742 -2.866169 0.0 0.0 0.0
H 1.651657 2.049092 -2.775063 0.0 0.0 0.0
H 2.807094 2.787654 -1.670583 0.0 0.0 0.0
H 1.410691 3.720619 -2.227791 0.0 0.0 0.0
H 0.927487 2.603808 1.408973 0.0 0.0 0.0
H 0.954490 4.078804 0.418943 0.0 0.0 0.0
H 2.414472 3.096004 0.601552 0.0 0.0 0.0
F -0.167915 -6.230953 -0.147771 0.2 0.0 -0.2
B 0.069436 -4.888321 -0.037637 -0.5 0.3 0.2
F 0.308127 -4.531726 1.346803 0.1 -0.1 0.0
F -1.040582 -4.110203 -0.445801 0.0 0.0 0.0
F 1.197224 -4.407801 -0.730017 0.1 0.0 0.0
N -4.735236 -2.452761 0.137012 0.0 0.1 0.0
C -3.514069 -2.037201 0.574345 -0.1 0.0 -0.1
N -2.762850 -1.334816 -0.271920 0.0 -0.2 0.0
N -3.199346 -2.341501 1.814680 0.0 -0.2 0.1
C -1.942159 -2.227466 2.166792 -0.1 0.2 -0.1
N -0.840213 -2.124328 2.512390 -0.2 0.0 0.2
H -5.167899 -1.962425 -0.625058 0.0 0.0 0.0
H -5.341071 -2.818367 0.850688 0.0 -0.1 0.0
H -2.946461 -1.385589 -1.258851 0.0 0.0 0.0
H -1.830108 -1.011549 -0.018085 -0.1 0.0 0.0
```
Forces are in eV/Å.

Properties
Gap between HOMO and LUMO = 6.94 eV
E_LUMO = 2.33 eV
HOMO energy = -4.62 eV
Total energy = -2958.95778 Eh
ΔE to the lowest compared entry with this formula, charge and spin = 8.0 kcal/mol
Total charge = -1

Density functional theory data (ωB97M-V with the def2-TZVPD basis set) for an isolated molecule of C10H17BO9S at a distorted geometry.

Structure (XYZ):
```
38
Properties=species:S:1:pos:R:3:forces:R:3
C 1.243059 -2.548630 0.712224 0.0 0.0 -0.1
C -0.126865 -1.902905 0.432499 0.6 -0.2 0.1
C -0.233210 -0.378257 0.585772 -0.9 -0.1 -0.4
C -1.634410 -0.019988 1.139243 0.0 0.3 0.3
C -1.687225 0.116077 2.647185 0.6 -0.7 -0.1
C -1.338792 -1.011002 3.527828 -0.4 0.6 -0.2
O -2.697647 -0.611537 3.324568 -0.1 0.1 0.1
O 0.782854 0.154327 1.464604 0.0 0.1 0.0
S 0.983498 1.711626 1.180879 0.2 0.0 0.1
O 0.235036 2.506333 2.085764 0.0 0.0 0.0
O 2.383462 1.916947 1.040923 0.0 0.0 0.0
O 0.253440 1.752072 -0.224965 -0.2 0.0 0.2
C 0.052950 0.400048 -0.733503 0.4 -0.3 -0.4
C -1.072802 0.359723 -1.751799 -0.4 0.5 -0.2
B -0.980297 1.468012 -2.920173 0.4 0.0 0.1
O -0.976733 2.802080 -2.650804 -0.5 0.0 -0.4
O -0.913556 1.095253 -4.233447 -0.2 0.2 0.0
C 1.374930 -0.056192 -1.408648 0.2 -0.3 0.7
C 2.279374 1.074755 -1.876909 -0.1 0.2 -0.4
O 1.906247 1.889145 -2.672362 0.2 -0.3 0.1
O 3.560417 1.048635 -1.445176 -0.2 0.1 -0.1
H 1.891404 -1.899400 1.296300 0.0 0.0 0.1
H 1.761444 -2.806474 -0.209476 0.1 0.0 0.0
H 1.123263 -3.475186 1.270278 0.0 0.0 0.0
H -0.419053 -2.130457 -0.594223 -0.1 0.0 0.0
H -0.873397 -2.378875 1.061963 0.0 0.1 0.0
H -2.357057 -0.792768 0.882221 0.0 0.0 -0.3
H -1.961780 0.933332 0.728439 -0.1 0.0 -0.1
H -1.465825 1.101966 3.026707 -0.2 0.1 0.1
H -0.934300 -0.723768 4.489846 0.1 -0.4 0.1
H -1.098053 -1.978554 3.108620 0.2 0.0 0.2
H -2.049671 0.469731 -1.276135 0.0 0.0 0.1
H -1.067788 -0.635889 -2.198675 0.0 -0.1 0.1
H -1.457708 3.050637 -1.860335 0.4 0.0 0.3
H -1.171785 0.184626 -4.381820 0.3 -0.1 0.0
H 1.913343 -0.706817 -0.724624 0.1 0.1 0.0
H 1.160473 -0.660456 -2.288893 -0.1 0.0 -0.1
H 3.612759 0.681830 -0.553897 0.0 -0.1 0.0
```
Forces are in eV/Å.

Properties
Gap between HOMO and LUMO = 10.64 eV
SMILES string = CC[C@@]1(C[C@@H]2CO2)OS(=O)(=O)O[C@@]1(CB(O)O)CC(=O)O
E_LUMO = 0.05 eV
HOMO energy = -10.59 eV
Total energy = -1491.51379 Eh

Density functional theory data (ωB97M-V with the def2-TZVPD basis set) for a cluster of 2 separate species, C10H17BrN2O2P in total at a distorted geometry.

Structure (XYZ):
```
33
Properties=species:S:1:pos:R:3:forces:R:3
N -1.273625 3.329699 2.121883 0.1 0.2 -0.3
C -1.948992 2.562577 1.109002 0.4 -0.1 0.0
O -3.096277 2.231461 1.220177 -0.8 0.1 -0.1
C -1.069060 2.196440 -0.045378 0.5 0.2 0.0
C -0.127063 1.031674 0.397000 -0.4 0.5 -0.2
P -0.310976 -0.537811 -0.554694 0.5 -0.3 -0.1
C -2.228186 -0.572962 -0.395072 0.2 -0.3 0.4
C -2.799006 -1.977117 -0.555697 -0.2 0.6 0.1
O -2.490428 -2.828467 0.540128 0.1 -0.4 -0.1
C 1.593144 -0.713298 -0.801768 -1.0 0.1 -0.2
C 2.308672 -1.680381 -0.106305 0.4 -0.3 -0.6
C 3.673327 -1.793221 -0.317421 -0.4 0.4 -0.3
C 4.253029 -0.873844 -1.190664 0.0 -0.5 0.3
C 3.444008 0.034432 -1.842716 -0.1 0.5 -0.4
N 2.113683 0.137963 -1.689124 0.8 -0.6 0.4
H -1.907924 4.048908 2.444467 -0.2 -0.2 0.4
H -1.012746 2.725644 2.892571 0.2 0.1 0.1
H -1.636057 2.007398 -0.950588 -0.2 -0.2 0.1
H -0.447717 3.068979 -0.235602 0.1 0.0 -0.1
H -0.344564 0.784112 1.435679 0.2 -0.3 0.0
H 0.900792 1.370965 0.391778 0.1 -0.2 0.0
H -0.425100 -0.455439 -1.976391 0.0 0.1 0.0
H -0.286103 -1.821547 0.065827 0.0 0.1 0.1
H -2.715350 0.101574 -1.099924 -0.1 0.1 0.0
H -2.471826 -0.255190 0.623414 -0.2 0.2 0.0
H -2.404347 -2.453110 -1.455104 0.0 -0.2 0.0
H -3.887500 -1.895349 -0.640661 -0.1 -0.2 -0.3
H -2.934612 -2.492534 1.321818 0.0 0.2 0.0
H 1.791203 -2.359921 0.551939 -0.1 0.0 0.1
H 4.247122 -2.551508 0.194946 0.1 0.0 0.1
H 5.318690 -0.873251 -1.373914 0.0 0.0 -0.1
H 3.903038 0.718776 -2.551781 -0.1 0.1 0.0
Br 2.270753 -0.215652 2.472175 -0.1 0.2 0.7
```
Forces are in eV/Å.

Properties
Gap between HOMO and LUMO = 6.88 eV
E_LUMO = 3.08 eV
HOMO energy = -3.80 eV
Total energy = -3566.60305 Eh
Total charge = -1